Here is 10 unconnected molecules or ions with the total composition C26H60F10N8O18S4 in a non-equilibrium geometry from OMol25. Energies are from the ωB97M-V functional and the def2-TZVPD basis.

Each line ends with the Löwdin charge.
CARTESIAN COORDINATES (ANGSTROEM)
C: -0.906 1.085 3.843  0.02
C: -1.372 1.226 5.241  -0.37
O: -2.074 0.481 5.831  0.21
N: -0.832 2.432 6.021  0.09
H: 0.144 2.352 6.265  0.19
H: -0.904 3.215 5.387  0.16
C: -1.629 2.893 7.211  0.03
H: 0.162 1.154 3.637  0.11
H: -1.440 1.754 3.169  0.09
H: -1.183 0.124 3.408  0.10
H: -1.263 3.864 7.544  0.11
H: -1.554 2.201 8.050  0.12
H: -2.644 3.026 6.836  0.11
C: -1.502 2.162 -6.197  0.03
C: -0.694 1.285 -5.270  -0.29
O: -0.461 0.074 -5.396  0.16
N: -0.197 2.045 -3.978  0.07
H: -0.766 2.877 -3.919  0.11
H: -0.541 1.641 -3.118  0.05
C: 1.280 2.434 -3.881  0.04
H: -0.912 3.064 -6.363  0.10
H: -2.549 2.287 -5.921  0.09
H: -1.682 1.688 -7.162  0.11
H: 1.912 1.671 -4.336  0.11
H: 1.614 2.615 -2.859  0.08
H: 1.400 3.313 -4.513  0.10
C: -1.102 8.618 0.825  0.01
C: -0.920 7.360 0.108  -0.35
O: -1.807 6.485 0.030  0.07
N: 0.487 7.060 -0.507  0.10
H: 0.535 7.390 -1.460  0.16
H: 1.272 7.572 -0.130  0.18
C: 0.788 5.548 -0.637  0.01
H: -0.420 8.672 1.673  0.11
H: -2.110 8.713 1.228  0.11
H: -0.825 9.440 0.164  0.11
H: 1.476 5.429 -1.474  0.10
H: -0.126 5.081 -1.004  0.06
H: 1.251 5.195 0.284  0.11
C: -6.539 -4.727 3.263  0.02
C: -5.201 -4.992 2.631  -0.34
O: -4.798 -6.018 2.132  0.20
N: -4.276 -3.755 2.584  0.10
H: -4.798 -2.903 2.430  0.15
H: -3.705 -3.636 3.409  0.17
C: -3.425 -3.627 1.271  0.05
H: -7.270 -5.289 2.682  0.11
H: -6.922 -3.711 3.178  0.09
H: -6.627 -5.005 4.313  0.11
H: -2.551 -3.035 1.542  0.07
H: -4.046 -3.099 0.547  0.11
H: -3.036 -4.590 0.941  0.10
C: 2.342 -3.575 -1.602  0.03
C: 2.663 -3.972 -3.039  -0.33
O: 3.792 -4.286 -3.424  0.15
N: 1.505 -3.891 -4.016  0.11
H: 1.820 -4.472 -4.781  0.18
H: 0.797 -4.486 -3.610  0.08
C: 1.131 -2.451 -4.391  0.03
H: 1.307 -3.699 -1.283  0.06
H: 2.405 -2.487 -1.599  0.08
H: 2.999 -4.086 -0.898  0.10
H: 1.919 -2.010 -5.001  0.11
H: 1.037 -1.779 -3.538  0.07
H: 0.120 -2.480 -4.797  0.09
C: -4.323 1.827 -3.291  0.03
C: -4.261 1.733 -1.754  -0.32
O: -4.998 0.953 -1.145  0.17
N: -2.973 2.301 -1.208  0.08
H: -2.258 1.623 -1.432  0.05
H: -2.712 3.070 -1.809  0.13
C: -3.021 2.609 0.244  0.00
H: -3.456 1.376 -3.773  0.07
H: -4.449 2.849 -3.649  0.09
H: -5.283 1.411 -3.598  0.11
H: -3.940 3.163 0.434  0.11
H: -2.305 3.355 0.588  0.09
H: -2.979 1.702 0.847  0.10
C: 6.961 2.130 1.461  -0.46
O: 5.650 2.553 1.529  -0.07
O: 7.713 3.301 1.675  -0.16
C: 7.292 0.858 2.352  -0.58
F: 8.275 0.016 1.929  0.12
F: 7.594 1.164 3.624  0.14
F: 6.271 0.083 2.383  0.15
C: 4.711 1.683 0.831  -0.27
C: 3.406 2.134 1.292  -0.12
H: 3.203 2.886 0.530  0.06
H: 2.583 1.422 1.361  0.05
H: 3.430 2.600 2.277  0.09
H: 4.550 0.636 1.087  0.11
H: 4.837 1.710 -0.251  0.12
H: 7.200 1.797 0.451  0.14
C: 3.567 -4.333 2.185  -0.51
O: 2.382 -3.852 1.621  -0.11
O: 3.462 -5.686 1.963  -0.15
C: 4.828 -3.526 1.797  -0.54
F: 4.699 -2.184 2.007  0.10
F: 5.852 -3.955 2.488  0.18
F: 5.207 -3.651 0.473  0.09
C: 1.759 -2.594 1.944  -0.22
C: 0.179 -2.682 1.987  -0.07
H: -0.171 -3.251 1.126  0.06
H: -0.176 -3.136 2.912  0.06
H: -0.298 -1.703 1.937  0.02
H: 1.984 -1.988 1.066  0.08
H: 2.218 -2.034 2.759  0.11
H: 3.503 -4.184 3.263  0.14
N: -0.745 -5.500 -3.281  -0.29
S: -0.456 -6.591 -2.011  0.62
O: -1.573 -7.485 -1.572  -0.27
O: 0.483 -6.181 -0.994  -0.25
F: 0.513 -7.588 -2.857  -0.20
S: -2.062 -5.037 -2.724  0.42
O: -2.024 -4.362 -1.455  -0.31
O: -3.315 -5.685 -3.177  -0.28
F: -2.097 -3.768 -3.688  -0.23
N: -0.920 0.559 -1.741  -0.32
S: 0.274 0.812 -0.542  0.59
O: 1.612 0.421 -0.936  -0.21
O: -0.112 0.898 0.849  -0.26
F: 0.315 2.410 -0.844  -0.23
S: -1.288 -0.772 -1.244  0.45
O: -2.349 -0.730 -0.200  -0.30
O: -0.263 -1.825 -1.196  -0.23
F: -2.252 -1.228 -2.474  -0.18

For the max |F|, the calculation gives 0.269 hartree/bohr. Its charge is +2. The LUMO energy is -0.2519 hartree. The orbital gap is 1.272 eV.